{"formula": "C5H10O2", "method": "wB97M-V/def2-TZVPD", "e_tot_ha": -346.974740, "gap_ev": 10.882, "smiles": "C[C@@H](O)CCC=O", "homo_ha": -0.365, "symbols": ["C", "C", "O", "C", "C", "C", "O", "H", "H", "H", "H", "H", "H", "H", "H", "H", "H"], "xyz": [[-0.118, -0.838, -1.766], [0.321, 0.422, -1.027], [-0.783, 1.289, -0.786], [1.093, 0.083, 0.280], [0.351, 0.419, 1.572], [-1.042, -0.134, 1.703], [-1.498, -1.056, 1.064], [0.751, -1.437, -2.063], [-0.746, -1.450, -1.110], [-0.680, -0.579, -2.670], [0.990, 0.996, -1.679], [-1.574, 0.739, -0.733], [1.363, -0.979, 0.278], [2.036, 0.639, 0.301], [0.289, 1.501, 1.728], [0.913, 0.022, 2.433], [-1.666, 0.362, 2.475]]}